<one>
C39H43BrN5Pd | ωB97M-V/def2-TZVPD

CARTESIAN COORDINATES (ANGSTROEM)
Pd -0.84 -1.24 -0.19
Br -1.38 -2.11 -3.26
N 3.47 -0.68 0.14
N -2.61 -2.52 -0.83
N -1.70 0.70 -0.39
N 1.25 -1.04 -0.46
N 1.86 -0.69 1.77
C 6.52 -0.01 2.93
C 0.66 -0.89 2.49
C -2.16 4.27 -0.69
C 5.94 -1.27 2.84
C 2.16 -0.82 0.46
C -3.38 1.89 -1.54
C -0.47 3.14 0.76
C 0.78 2.43 0.26
C 2.06 -2.60 -2.13
C -1.59 -1.15 4.10
C -0.35 -0.89 4.67
C -3.75 -3.56 -2.66
C 2.11 -0.44 4.53
C -0.57 -1.17 1.90
C -2.73 -2.79 -2.12
C 2.40 -1.91 -4.41
C -0.91 2.63 2.14
C -4.89 0.11 -0.67
C -4.68 -4.09 -1.79
C 1.68 -0.29 -2.76
C 0.78 -0.75 3.89
C 1.69 -1.30 -1.79
C 6.09 1.02 2.11
C 2.03 -0.62 -4.06
C -3.85 3.10 -1.97
C -3.25 4.29 -1.56
C -1.69 -1.28 2.73
C -1.62 3.10 -0.22
C -2.21 1.86 -0.68
C 2.43 -2.91 -3.44
C -3.51 -3.05 0.00
C -4.56 -3.83 -0.43
C 4.52 -0.45 1.08
C 5.08 0.83 1.17
C -4.06 0.58 -1.87
C 4.95 -1.49 1.90
C 4.60 1.94 0.29
C 1.28 1.12 -2.40
C -4.93 0.63 -3.12
H 1.59 2.55 0.99
H -5.71 0.81 -0.48
H -2.67 -1.42 2.29
H -5.81 1.26 -2.98
H 2.71 -3.92 -3.69
H 6.55 2.00 2.19
H 2.86 -1.20 4.31
H -1.72 5.21 -0.37
H 1.23 1.74 -3.29
H 2.02 0.15 -4.82
H -4.71 3.15 -2.62
H 2.68 -2.14 -5.43
H -4.29 0.04 0.24
H -5.50 -4.69 -2.16
H -1.17 1.58 2.10
H -0.26 -0.78 5.74
H -1.77 3.19 2.51
H -3.79 -3.75 -3.72
H 2.51 0.52 4.20
H 3.51 2.05 0.34
H -3.37 -2.83 1.05
H 3.68 -0.64 -0.85
H 4.86 1.77 -0.75
H -0.23 4.20 0.86
H -2.47 -1.24 4.72
H 2.06 -3.36 -1.36
H 6.28 -2.08 3.47
H -0.09 2.75 2.85
H 2.00 1.57 -1.71
H -3.27 -0.15 -2.04
H -5.33 -0.87 -0.87
H -3.64 5.24 -1.91
H -5.28 -0.38 -3.36
H 4.49 -2.46 1.79
H 5.05 2.89 0.59
H -4.38 1.00 -3.99
H -5.26 -4.23 0.29
H 7.31 0.17 3.65
H 2.00 -0.39 5.61
H 2.66 -0.46 2.34
H 1.11 2.84 -0.69
H 0.61 1.36 0.13
H 0.31 1.14 -1.90

## Properties
gap between HOMO and LUMO (spin up / spin down) = 7.5 / 6.6 eV
charge = +1
E_HOMO (spin up / spin down) = -9.740 / -10.488 eV
2S+1 = 5


<two>
C39H43BrN5Pd | ωB97M-V/def2-TZVPD

CARTESIAN COORDINATES (ANGSTROEM)
Pd 1.07 0.59 0.77
Br 2.41 3.33 -0.32
N -3.22 1.03 0.24
N 2.93 1.63 1.78
N 1.71 -0.69 -0.75
N -2.02 -0.52 1.42
N -0.91 1.18 0.27
C 4.04 0.29 -1.90
C 0.20 -3.11 -1.58
C 3.32 -0.91 -2.46
C 4.60 1.92 3.46
C -1.22 4.83 -0.29
C 0.33 -0.87 2.11
C -6.65 -0.34 0.36
C -6.00 0.30 2.58
C -4.49 0.60 0.74
C -0.57 -2.96 3.72
C 3.74 -1.59 -3.58
C -2.95 -2.59 3.05
C 4.99 0.95 -2.89
C -4.78 0.73 2.09
C 4.80 -0.07 -0.61
C 1.91 -3.16 -3.39
C -1.19 3.59 0.33
C -1.06 4.90 -1.67
C -2.01 0.59 0.66
C 0.79 -2.68 3.65
C -1.49 -2.23 2.99
C -0.97 -2.12 -1.51
C -0.68 1.23 -2.61
C 4.41 3.52 1.69
C 0.55 -3.66 -0.20
C 3.36 2.76 1.22
C 2.11 -1.37 -1.78
C -5.09 -0.06 -1.62
C -5.42 0.06 -0.15
C -0.86 2.49 -1.80
C 1.22 -1.64 2.85
C 5.04 3.07 2.84
C 3.54 1.23 2.90
C -6.94 -0.24 1.71
C -0.88 3.74 -2.41
C 1.41 -2.54 -2.27
C 3.05 -2.70 -4.05
C -1.01 2.43 -0.41
C -1.02 -1.18 2.18
H 4.15 -0.51 0.14
H -7.38 -0.76 -0.32
H 4.50 1.19 -3.83
H 1.39 -4.03 -3.77
H 5.59 -0.79 -0.83
H -0.43 1.47 -3.64
H -3.11 -3.41 3.74
H 5.26 0.82 -0.19
H -4.04 1.17 2.75
H 5.06 1.55 4.37
H 4.62 -1.25 -4.10
H -6.22 0.39 3.64
H -1.60 0.64 -2.61
H -5.01 0.91 -2.09
H 2.29 -1.47 2.76
H -7.90 -0.57 2.08
H -0.32 -4.14 0.25
H 1.50 -3.27 4.21
H -0.13 -3.95 -2.20
H 5.85 0.32 -3.10
H 3.27 1.02 -1.64
H -3.20 1.78 -0.44
H -0.71 -1.25 -0.90
H -4.14 -0.58 -1.77
H -1.36 5.73 0.29
H -2.95 -0.90 1.55
H -5.87 -0.62 -2.13
H 4.71 4.42 1.18
H -3.34 -2.90 2.08
H -3.57 -1.75 3.39
H -0.92 -3.78 4.34
H 3.15 0.33 3.36
H -1.24 -1.77 -2.51
H -1.84 -2.60 -1.07
H -1.07 5.86 -2.16
H 5.37 1.88 -2.46
H -1.30 3.51 1.41
H 3.40 -3.22 -4.93
H 0.10 0.60 -2.19
H 1.35 -4.40 -0.27
H 5.87 3.64 3.25
H 0.88 -2.87 0.47
H -0.76 3.81 -3.48

## Properties
gap between HOMO and LUMO (spin up / spin down) = 7.7 / 6.6 eV
charge = +1
E_HOMO (spin up / spin down) = -9.817 / -10.513 eV
2S+1 = 5


Stability ranking, top and bottom: <two> is the most stable and <one> is the least stable.


<one>
C6H16N2 | ωB97M-V/def2-TZVPD

CARTESIAN COORDINATES (ANGSTROEM)
N -0.78 0.79 -3.39
N 1.37 -0.67 2.74
C 1.05 0.32 -0.18
C -1.22 0.10 1.18
C 0.99 0.09 -1.69
C -0.52 -0.24 -2.21
C -0.24 1.02 0.41
C 0.31 -1.37 2.82
H 1.55 -0.69 -2.20
H 1.21 1.06 -2.14
H -0.46 -0.55 1.74
H -0.27 -1.11 -2.86
H 1.26 -0.65 0.25
H -0.83 0.99 -2.19
H 0.25 1.58 1.21
H -0.43 -1.26 3.62
H 1.78 1.09 0.05
H -1.90 0.68 1.79
H -1.86 -0.34 0.41
H -1.11 -0.69 -1.41
H -1.78 0.71 -3.66
H 0.51 -2.39 2.48
H -0.55 1.75 -0.36
H 1.67 -0.22 3.61

## Properties
gap between HOMO and LUMO (spin up / spin down) = 8.0 / 3.4 eV
charge = +1
E_HOMO (spin up / spin down) = -12.268 / -12.260 eV
2S+1 = 2


<two>
C6H16N2 | ωB97M-V/def2-TZVPD

CARTESIAN COORDINATES (ANGSTROEM)
N -1.51 -0.24 -1.04
N 1.30 0.04 0.37
C -1.73 0.27 0.32
C 1.03 -0.59 -0.97
C -0.38 -1.15 -1.11
C 1.64 1.49 0.19
C -3.29 0.27 0.56
C 2.54 -0.65 1.05
H 2.71 -0.05 1.99
H 3.48 -0.43 0.47
H 1.64 -1.59 -0.95
H -0.35 -1.75 -2.08
H -3.63 -0.86 0.57
H -1.24 -0.41 1.07
H -3.71 0.82 -0.45
H -1.67 0.54 -1.74
H -3.63 0.74 1.52
H 1.52 1.99 1.21
H -0.55 -1.93 -0.33
H 1.16 0.20 -1.70
H -1.23 1.36 0.39
H 2.47 -1.78 1.18
H 0.75 1.96 -0.23
H 2.68 1.75 -0.28

## Properties
gap between HOMO and LUMO (spin up / spin down) = 11.1 / 5.4 eV
charge = +1
E_HOMO (spin up / spin down) = -13.824 / -12.983 eV
2S+1 = 2


Stability ranking, top and bottom: <two> is the most stable and <one> is the least stable.


<one>
C11H15N | ωB97M-V/def2-TZVPD

CARTESIAN COORDINATES (ANGSTROEM)
N -0.54 1.68 0.33
C 0.64 1.13 0.72
C 1.33 1.24 1.94
C -2.50 -1.30 0.87
C 0.53 0.34 -2.93
C 2.61 0.12 -0.36
C 1.25 0.56 -0.43
C 0.37 0.80 -1.52
C 3.29 0.28 0.86
C 2.70 0.85 1.97
C -3.06 -2.70 0.59
C -0.70 1.54 -1.06
H -2.88 -0.89 1.80
H -0.94 2.47 0.81
H 3.28 1.02 2.87
H -1.42 -1.38 0.97
H 1.56 0.39 -3.28
H -0.09 0.97 -3.58
H -2.69 -0.60 0.07
H 3.16 -0.21 -1.24
H 4.34 0.00 0.90
H -1.62 1.91 -1.51
H -4.16 -2.72 0.58
H -2.74 -3.42 1.34
H 0.20 -0.69 -3.09
H 0.82 1.62 2.81
H -2.76 -3.02 -0.41

## Properties
gap between HOMO and LUMO (spin up / spin down) = 2.9 / 6.4 eV
charge = -1
E_HOMO (spin up / spin down) = 0.652 / -2.844 eV
2S+1 = 2


<two>
C11H15N | ωB97M-V/def2-TZVPD

CARTESIAN COORDINATES (ANGSTROEM)
N -1.64 3.02 0.97
C -0.18 0.37 -1.25
C 1.58 -2.76 -2.77
C -1.14 1.84 0.43
C -0.65 1.90 2.65
C 0.43 -0.40 -0.23
C -1.39 3.02 2.33
C 0.56 -3.76 -3.27
C -0.94 1.50 -0.94
C -0.44 1.16 1.41
C 0.05 1.56 3.95
C 0.40 0.02 1.11
H 1.02 -1.26 -0.49
H -0.76 1.29 4.64
H 0.52 2.43 4.42
H 2.31 -2.49 -3.54
H 0.79 0.78 3.81
H -0.20 -4.06 -2.55
H 0.11 -3.34 -4.18
H 2.21 -3.25 -2.02
H -1.37 2.14 -1.71
H -1.70 3.88 2.91
H 1.07 -1.93 -2.30
H -2.46 3.42 0.54
H 0.95 -4.76 -3.55
H -0.14 0.05 -2.28
H 1.03 -0.36 1.90

## Properties
gap between HOMO and LUMO (spin up / spin down) = 2.8 / 6.4 eV
charge = -1
E_HOMO (spin up / spin down) = 0.798 / -2.878 eV
2S+1 = 2


Stability ranking, top and bottom: <one> is the most stable and <two> is the least stable.


<one>
C11H15N | ωB97M-V/def2-TZVPD

CARTESIAN COORDINATES (ANGSTROEM)
N -2.63 1.83 -1.47
C -1.62 -1.60 0.59
C -0.39 1.40 -1.42
C 3.46 -1.02 0.94
C 2.73 -1.42 2.22
C -0.72 -0.93 -0.26
C -2.46 0.72 -0.63
C -3.36 0.06 0.19
C -2.87 -1.06 0.88
C -1.11 0.36 -0.73
C -1.36 2.29 -1.82
C 1.07 1.58 -1.48
H 3.47 0.06 0.77
H -1.26 3.22 -2.37
H 1.29 2.10 -2.42
H 0.22 -1.38 -0.56
H 2.91 -1.35 0.06
H 3.27 -1.02 3.07
H 1.70 0.69 -1.52
H 2.83 -2.51 2.32
H -4.42 0.25 0.24
H 4.49 -1.38 0.92
H -3.41 2.39 -1.70
H 1.65 -1.25 2.23
H 1.35 2.13 -0.57
H -1.26 -2.53 1.03
H -3.56 -1.63 1.50

## Properties
gap between HOMO and LUMO (spin up / spin down) = 2.8 / 6.4 eV
charge = -1
E_HOMO (spin up / spin down) = 0.828 / -2.780 eV
2S+1 = 2


<two>
C11H15N | ωB97M-V/def2-TZVPD

CARTESIAN COORDINATES (ANGSTROEM)
N -1.57 -0.41 0.38
C -1.29 -1.59 1.11
C 1.04 -1.90 -1.56
C -0.41 0.51 -1.62
C 0.32 -3.51 1.40
C -0.64 -0.45 -0.66
C 0.14 2.74 1.63
C 0.02 -1.69 -0.66
C 1.07 -1.17 -2.71
C -0.28 -2.39 0.62
C 0.18 4.04 0.73
C 0.37 0.14 -2.67
H 0.63 4.88 1.23
H 0.08 1.79 0.97
H 1.28 -3.81 0.91
H 1.14 2.86 2.17
H 1.62 -2.85 -1.46
H 0.66 0.88 -3.36
H -1.04 1.34 -1.98
H -2.20 0.26 0.57
H -0.88 4.33 0.36
H -0.38 -4.52 1.52
H 0.81 3.94 -0.05
H 1.75 -1.48 -3.58
H -0.73 2.77 2.33
H -1.86 -1.60 2.04
H 0.19 -3.13 2.35

## Properties
gap between HOMO and LUMO (spin up / spin down) = 2.8 / 7.1 eV
charge = -1
E_HOMO (spin up / spin down) = 1.048 / -3.521 eV
2S+1 = 2


Stability ranking, top and bottom: <one> is the most stable and <two> is the least stable.


<one>
C3H13NO3 | ωB97M-V/def2-TZVPD

CARTESIAN COORDINATES (ANGSTROEM)
O -0.72 -2.50 1.71
O -3.06 0.30 2.42
O 0.28 -2.55 -1.36
N 1.73 1.22 -0.11
C 0.39 1.62 -0.76
C -0.82 1.23 -0.36
C 2.69 1.04 -1.15
H -0.41 -3.11 -0.92
H -0.11 -1.77 2.01
H -3.10 0.89 1.63
H -0.29 -1.78 -1.57
H 2.15 1.06 -2.08
H 0.47 1.97 -1.81
H -3.02 1.00 3.13
H -0.88 0.30 0.32
H -1.56 -2.29 2.08
H -1.73 1.28 -0.88
H 3.45 1.84 -1.13
H 1.39 0.30 0.12
H 3.12 -0.06 -1.29

## Properties
gap between HOMO and LUMO (spin up / spin down) = 9.7 / 5.4 eV
charge = +1
E_HOMO (spin up / spin down) = -14.479 / -14.479 eV
2S+1 = 2


<two>
C3H13NO3 | ωB97M-V/def2-TZVPD

CARTESIAN COORDINATES (ANGSTROEM)
O -0.15 -3.46 0.70
O 1.35 -0.05 0.08
O 2.21 -2.73 -0.63
N -0.02 2.73 -0.51
C -2.00 1.45 0.49
C 0.01 0.26 -0.37
C -0.46 1.55 0.31
H -2.28 1.14 1.48
H -0.59 2.88 -1.34
H -2.58 2.29 0.22
H -0.17 -4.43 0.68
H 1.97 0.44 -0.49
H 0.64 -3.24 0.11
H 0.12 1.79 1.23
H -2.28 0.58 -0.18
H 1.83 -1.83 -0.64
H -0.48 -0.63 0.13
H 0.00 0.31 -1.50
H 0.17 3.59 0.01
H 2.71 -2.65 0.21

## Properties
gap between HOMO and LUMO (spin up / spin down) = 9.7 / 4.2 eV
charge = +1
E_HOMO (spin up / spin down) = -13.373 / -13.372 eV
2S+1 = 2


Stability ranking, top and bottom: <two> is the most stable and <one> is the least stable.


<one>
C5H8O2 | ωB97M-V/def2-TZVPD

CARTESIAN COORDINATES (ANGSTROEM)
O -0.88 -1.22 1.22
O 0.64 -1.31 -0.61
C -1.42 0.05 -0.75
C 0.52 0.72 0.78
C 1.87 0.23 0.42
C -0.33 -0.49 0.19
C 1.86 -0.78 -0.40
H 0.51 0.93 1.89
H -1.85 -0.70 -1.31
H 2.71 0.79 0.61
H -2.08 0.58 -0.20
H -0.99 -2.20 1.04
H 0.24 1.59 0.21
H -0.98 0.80 -1.55
H 2.60 -1.41 -0.78

## Properties
gap between HOMO and LUMO (spin up / spin down) = 5.1 / 9.3 eV
charge = 0
E_HOMO (spin up / spin down) = -4.245 / -10.633 eV
2S+1 = 3


<two>
C5H8O2 | ωB97M-V/def2-TZVPD

CARTESIAN COORDINATES (ANGSTROEM)
O -3.84 -0.12 -0.25
O -0.16 -0.77 1.30
C 1.35 -1.53 -0.36
C -0.76 -0.05 0.30
C -0.40 1.28 -0.11
C -3.03 -0.29 0.59
C -0.09 -1.33 0.02
H -1.05 1.58 -1.02
H -3.11 -0.40 1.67
H 1.88 -0.73 0.08
H 1.39 -1.60 -1.39
H -0.45 2.01 0.67
H 0.54 1.26 -0.74
H 1.90 -2.39 0.04
H -0.74 -2.21 -0.11

## Properties
gap between HOMO and LUMO (spin up / spin down) = 6.7 / 9.7 eV
charge = 0
E_HOMO (spin up / spin down) = -5.759 / -10.845 eV
2S+1 = 3


Stability ranking, top and bottom: <one> is the most stable and <two> is the least stable.